{
  "formula": "C5H6N2S2",
  "method": "wB97M-V/def2-TZVPD",
  "spin_multiplicity": 1,
  "species": ["C", "C", "C", "C", "C", "N", "N", "S", "S", "H", "H", "H", "H", "H", "H"],
  "xyz": [[0.680851, 1.472998, -1.900899], [-1.391000, 1.175019, -2.257889], [0.226691, 0.586957, -0.915250], [0.914233, -0.029763, 0.110770], [0.291922, -1.699756, 2.806500], [-0.331227, 1.816322, -2.701982], [-1.113548, 0.432897, -1.176664], [2.373448, -0.395905, 0.563905], [-0.758291, -0.650028, 1.814764], [1.665344, 1.882423, -2.019974], [-2.362659, 1.236155, -2.710723], [0.175192, -1.426488, 3.851584], [1.326729, -1.524085, 2.493996], [0.025997, -2.742296, 2.647055], [-1.723681, -0.134451, -0.605194]],
  "atomic_forces_ev_per_a": [[-0.1, -0.5, 0.6], [-0.2, -0.2, 0.2], [0.0, 0.7, -0.9], [-0.6, -1.3, 2.8], [-0.3, 0.0, -0.3], [0.0, 0.4, -0.6], [-0.1, 0.0, 0.0], [-0.2, 0.2, -0.3], [1.1, 0.8, -1.7], [0.2, -0.1, 0.0], [-0.2, -0.1, 0.0], [0.1, 0.0, 0.0], [0.2, 0.0, 0.1], [0.2, 0.0, 0.1], [0.0, 0.0, -0.1]]
}


{
  "formula": "C5H6N2S2",
  "method": "wB97M-V/def2-TZVPD",
  "spin_multiplicity": 1,
  "species": ["C", "C", "C", "C", "C", "N", "N", "S", "S", "H", "H", "H", "H", "H", "H"],
  "xyz": [[1.915046, -0.891619, 1.245611], [0.581278, -1.087031, 1.455077], [0.934628, 0.148612, -0.314356], [-1.974163, 0.066576, 0.407960], [0.593691, 1.050684, -1.463808], [2.080850, -0.019674, 0.140564], [-0.034639, -0.384473, 0.446788], [-2.453229, 1.252204, 1.332004], [-2.357473, -0.866467, -0.913380], [2.583140, -1.314130, 1.994461], [0.188028, -1.844785, 2.126946], [0.835417, 2.140006, -1.223590], [1.066471, 0.894097, -2.397061], [-0.458683, 0.998696, -1.527020], [-3.500361, -0.142692, -1.310191]],
  "atomic_forces_ev_per_a": [[-0.8, 0.6, 0.4], [0.8, -0.2, -0.3], [-2.7, 2.5, -2.1], [3.4, 0.9, 0.5], [0.3, 2.0, 1.8], [4.4, -2.3, 2.4], [-4.3, -1.0, 0.7], [0.1, -0.9, -0.4], [-1.3, 0.2, -1.0], [0.8, 0.4, -0.9], [-0.6, 0.6, -0.2], [-0.2, -1.3, 0.0], [0.5, -0.8, -0.8], [-1.2, 0.2, -0.8], [0.9, -0.8, 0.6]]
}


{
  "formula": "C5H6N3O4",
  "method": "wB97M-V/def2-TZVPD",
  "total_charge": -1,
  "spin_multiplicity": 1,
  "species": ["C", "C", "C", "C", "C", "N", "N", "N", "O", "O", "O", "O", "H", "H", "H", "H", "H", "H"],
  "xyz": [[0.357160, 3.288256, 1.230126], [2.342944, 1.900222, 1.995797], [-3.173016, 1.409956, -0.180677], [-0.626507, -0.301027, 1.331030], [0.023450, 0.458337, -0.949892], [1.483395, 3.075740, 1.414808], [-2.027296, 1.159940, 0.016768], [-1.115970, 0.167437, -0.000368], [-0.735674, 3.644773, 0.861324], [2.513562, 1.998401, 3.173630], [-4.207596, 1.902974, -0.392408], [2.645356, 1.088539, 1.162690], [0.277338, 0.283468, 1.593416], [-1.377352, -0.294448, 2.154435], [-0.158226, -1.287024, 1.105870], [0.597904, -0.495564, -1.083426], [-0.431984, 0.922757, -1.778751], [0.688507, 1.275341, -0.333026]],
  "atomic_forces_ev_per_a": [[-3.8, 1.6, -1.9], [-0.6, 0.4, -0.2], [1.4, -0.1, -0.2], [1.1, 0.4, -0.9], [1.0, 1.2, 4.5], [2.8, -0.7, 0.7], [-0.4, 0.6, 0.5], [0.9, -2.2, -0.3], [1.0, -0.5, 0.9], [0.3, 0.5, 2.2], [-1.6, 0.4, -0.1], [0.4, -1.1, -1.7], [-0.6, 0.1, 0.4], [0.5, -0.1, -1.0], [-0.8, 0.3, 0.5], [-0.5, 1.1, -0.2], [-0.1, 0.1, -1.3], [-1.0, -2.0, -2.0]]
}


Which Kohn-Sham gap belongs to each record? In order, 7.52; 7.02; 8.31 eV.
Which ΔE to the lowest compared entry with this formula, charge and spin belongs to each record? In order, 3.48; 38.97; 0.00 kcal/mol.